Below is a cluster of 2 separate species, C19H30Cl2NO2S in total, with properties calculated with ωB97M-V/def2-TZVPD.

The geometry in ORCA input format:
```
! wB97M-V def2-TZVPD RIJCOSX def2/J DEFGRID3
* xyz 1 1
Cl 2.737 1.604 2.777
Cl 1.789 -1.324 2.522
S 3.309 -3.763 -1.138
O -1.428 2.157 -1.075
O -2.540 2.391 0.855
N 1.818 -0.583 -0.596
C 3.192 -0.270 -0.123
C -1.180 2.971 -2.246
C -2.331 3.964 -2.301
C 0.705 -0.521 0.193
C 1.221 1.393 1.853
C 0.814 -0.125 1.637
C -1.845 -0.745 0.380
C 4.071 -1.488 0.126
C 4.427 -2.327 -1.111
C -3.707 -1.967 1.503
C -1.338 -2.856 1.719
C -2.245 2.827 -0.218
C 0.516 -1.263 -2.482
C -0.619 -1.217 -1.700
C 0.121 2.087 2.651
C -2.340 -2.122 0.841
C -2.651 4.155 -0.819
C -0.539 -0.817 -0.362
C 1.722 -0.913 -1.895
H -1.772 -3.805 2.023
H -1.579 -1.454 -2.132
H -2.573 -0.359 -0.331
H 0.201 3.165 2.613
H 1.375 1.865 0.889
H 3.661 0.328 -0.898
H 2.626 -0.905 -2.476
H -3.185 3.514 -2.807
H -0.438 -3.098 1.157
H -3.702 4.349 -0.632
H -3.587 -1.509 2.484
H -2.476 -2.721 -0.064
H 3.162 0.348 0.764
H -2.074 4.881 -2.825
H -2.046 4.939 -0.361
H 3.254 -4.074 -2.440
H -1.133 2.322 -3.117
H 5.440 -2.692 -0.991
H 0.509 -1.543 -3.521
H 4.416 -1.767 -2.040
H -0.858 1.743 2.341
H -4.216 -2.920 1.584
H -1.841 -0.017 1.183
H -4.316 -1.284 0.916
H -1.069 -2.299 2.614
H 5.003 -1.106 0.537
H -0.151 -0.235 2.096
H 0.248 1.766 3.682
H 3.656 -2.143 0.880
H -0.214 3.465 -2.118
*
```

Max |F|: 0.8 eV Å⁻¹
Orbital gap: 8.134 eV
Energy: -61649.794 eV